1.
ORCA calculation (ωB97M-V with the def2-TZVPD basis set) on a molecular structure, C43H36Cl2F3O2P2ReS4Sb at a distorted geometry.

Kohn-Sham gap (alpha / beta)	5.46 / 5.91	eV
energy relative to the best compared isomer or geometry (same formula, charge and spin)	31.79	kcal/mol
net charge	-2
multiplicity	2
expectation value of S²	0.78
highest occupied orbital energy (alpha / beta)	-2.38 / -2.39	eV

Last column: Mulliken spin population.
Element x y z (Å)
C 2.35186 3.63425 0.16649  0.001
H -3.13974 -0.37815 6.18299  0.000
H 0.05636 -2.29555 -2.19641  -0.010
C 1.41656 2.20595 1.85629  0.004
C 1.59406 -0.03555 -2.28381  -0.060
H -2.36744 -2.84225 2.78969  0.000
H -0.03304 -2.20335 2.10759  0.012
H 2.80686 3.74315 -0.80801  0.001
O -2.10354 -1.24635 -2.44781  0.029
H 0.76716 0.09315 0.25369  0.005
C -2.78354 -1.73105 4.56469  0.000
C -4.42644 -4.36735 -0.78251  -0.001
O -2.67344 -2.94835 -3.74741  0.000
H 0.62496 3.20755 3.56849  0.000
C 0.71546 1.87875 -3.21411  0.039
C 1.12606 3.33425 2.61829  0.000
C -2.87744 -0.47325 5.13739  0.000
C -2.09724 -1.90555 -3.51431  0.000
C 3.73716 -0.59935 5.31459  0.000
C 1.00166 -0.53285 1.12649  0.003
H 1.19306 5.46625 2.75839  0.000
H -5.10464 -5.07415 -1.24061  0.000
C 3.25296 -1.59615 -1.38321  0.007
C 2.03576 2.36705 0.62249  -0.004
C 2.55256 -0.22295 4.70399  0.000
H -2.70714 -5.07935 -1.83751  0.000
Re -1.62304 0.65385 -1.34491  0.774
F -4.42614 1.80065 -0.99421  0.006
C 0.75546 3.19015 -2.75191  0.032
C 1.50886 -3.72645 -1.54581  0.002
H -2.96934 -2.62015 5.15399  0.000
C -2.44384 -1.85745 3.23259  0.003
C 3.68796 -2.86225 -1.05701  -0.001
Sb -2.47064 4.13005 -1.27211  -0.002
S -2.30724 2.25705 -2.96111  0.251
C 2.81686 -3.93785 -1.14251  0.003
C -1.16984 -1.28415 -4.63361  -0.005
S -4.49564 4.92245 -0.59141  -0.006
H 2.24826 1.52125 -0.01321  0.000
C 2.06316 4.74975 0.93339  -0.001
C -4.05924 -2.48185 0.65839  0.005
H -5.95014 -3.43095 0.39899  0.000
F -3.92554 0.40615 0.53869  0.003
H 1.62566 -0.24895 5.25889  0.000
C 1.93266 -1.35815 -1.78741  -0.014
C 1.06856 -2.45165 -1.85581  0.030
C 4.91936 -0.11575 3.29129  0.000
C -2.20704 -0.72875 2.45209  0.007
H 1.06556 0.63985 -4.94221  0.000
H 0.29396 -2.39775 0.36719  -0.009
C -2.71384 -2.45005 0.29369  -0.017
H 2.29496 5.73535 0.55889  0.000
Cl -2.13164 -0.35565 -5.79161  0.000
H -2.70374 1.63355 4.81229  0.000
C 0.00036 -1.68765 1.14339  -0.026
P 0.90396 0.60615 2.60279  0.006
H 1.67916 4.80655 -5.57431  0.000
H 1.14736 5.23445 -3.18681  0.000
P -1.67474 -1.01335 0.71749  0.109
H 3.74226 -0.92545 6.34569  0.000
C -2.63834 0.65145 4.36719  -0.001
C -2.23504 -3.42495 -0.57411  0.004
C 2.53396 0.18655 3.37629  0.002
Cl -0.29554 -2.56025 -5.48701  0.000
H 4.71666 -3.01945 -0.75471  0.000
H -0.43484 -0.60625 -4.18771  0.001
H 3.74726 0.63005 1.66569  0.000
C 1.44496 4.59865 2.16329  0.000
C 1.03956 1.64995 -4.55421  0.007
H 2.02086 -0.91805 1.02039  0.000
C 3.73786 0.26455 2.68339  -0.001
C 1.40576 3.98925 -4.91951  -0.004
H 0.83356 -4.56855 -1.63841  0.000
H -1.19374 -3.42955 -0.84921  -0.005
S -1.06694 5.89165 -1.59931  -0.005
H -2.13264 1.41475 2.43189  0.002
H 0.53846 3.38275 -1.70901  -0.010
S -1.32714 2.43775 0.17689  -0.128
H 5.84736 -0.06355 2.73829  0.000
H 3.16656 -4.93765 -0.92281  0.000
H 1.57546 2.48885 -6.44301  0.000
H 3.94516 -0.76375 -1.34521  0.000
C 1.35076 2.69395 -5.40341  -0.002
H 2.47626 0.41415 -2.75771  -0.001
F -4.37694 -0.29395 -1.44251  0.002
C -4.90354 -3.43655 0.12499  0.002
H -4.45054 -1.74505 1.34529  0.000
H 5.84766 -0.88725 5.06119  0.000
C 4.92196 -0.56645 4.60149  0.000
C 0.46226 0.70965 -2.31971  -0.009
C -3.08454 -4.36955 -1.11741  0.002
C -2.30884 0.52935 3.02689  0.004
C 1.11106 4.23235 -3.58861  -0.008
C -3.67594 0.67335 -0.79891  -0.025

Cartesian forces, eV/Å:
C 0.2 0.1 -0.1
H 0.0 0.1 0.0
H -0.1 0.1 0.0
C -0.1 -0.2 0.2
C -0.1 0.6 -0.2
H 0.0 0.0 0.0
H 0.0 0.0 -0.1
H 0.0 0.1 -0.1
O 0.2 1.6 1.4
H 0.2 -0.2 0.1
C 0.0 -0.1 0.1
C 0.0 -0.1 0.0
O -0.2 -0.3 -0.1
H -0.1 0.0 0.1
C 0.2 0.2 -0.1
C 0.1 -0.1 0.0
C 0.0 0.0 0.1
C 0.4 0.1 -1.4
C 0.2 -0.1 0.1
C 0.0 0.3 0.1
H 0.0 0.0 0.0
H 0.0 -0.1 0.0
C -0.1 0.1 -0.1
C 0.0 0.0 0.1
C -0.1 0.0 -0.1
H 0.1 0.0 -0.1
Re 1.5 2.3 1.2
F 0.4 -0.3 0.1
C 0.1 -0.2 0.1
C 0.0 -0.2 0.0
H 0.0 0.0 0.0
C 0.1 0.0 0.0
C 0.2 -0.1 0.1
Sb -0.1 0.4 -0.4
S -0.1 -0.2 0.9
C 0.0 -0.2 0.0
C -0.2 0.0 0.6
S 0.2 -0.3 0.0
H 0.0 -0.1 -0.1
C 0.0 0.1 -0.1
C 0.1 0.0 0.0
H -0.1 0.0 0.0
F -0.1 0.1 0.4
H -0.1 0.0 0.0
C 0.1 -0.6 0.1
C 0.0 0.2 -0.2
C 0.2 0.0 -0.2
C -0.2 0.2 -0.2
H -0.1 -0.1 0.0
H -0.1 0.0 0.2
C 0.0 -0.1 0.0
H 0.0 0.1 -0.1
Cl -0.2 0.2 0.0
H 0.0 0.1 0.0
C -0.1 0.0 -0.2
P 0.7 0.0 -0.2
H 0.0 0.1 0.0
H -0.1 0.0 0.0
P 0.6 -0.4 -0.3
H 0.0 0.0 0.1
C 0.0 0.1 0.1
C 0.0 0.1 0.2
C -0.3 0.0 0.1
Cl 0.3 -0.2 -0.1
H 0.0 0.0 0.0
H -0.3 -0.2 -0.2
H 0.0 0.0 -0.1
C 0.0 0.1 0.1
C -0.1 -0.1 0.1
H -0.2 0.1 0.0
C 0.0 -0.1 0.1
C 0.0 0.1 -0.1
H -0.1 0.0 0.0
H 0.1 0.0 -0.1
S 0.0 -0.1 0.1
H 0.0 0.0 0.0
H -0.1 0.1 -0.1
S -0.6 -1.6 -1.7
H 0.1 0.0 0.0
H 0.0 -0.1 0.0
H 0.0 0.0 0.0
H 0.0 0.1 0.0
C 0.1 0.1 -0.2
H -0.1 0.0 0.1
F -0.3 -0.3 -0.2
C -0.1 0.0 0.1
H 0.0 0.0 -0.1
H 0.0 0.0 0.1
C 0.1 0.0 0.1
C 0.0 -0.7 0.0
C -0.1 -0.2 0.0
C -0.2 0.0 0.0
C 0.2 0.0 0.1
C -2.0 -0.1 -0.3

=====

2.
ORCA calculation (ωB97M-V with the def2-TZVPD basis set) on 10 unconnected molecules or ions with the total composition C24H58O26S5 at a distorted geometry.

Kohn-Sham gap	9.27	eV
net charge	0
multiplicity	1
SMILES	O=S1(=O)CCCC1.O=S1(=O)CCCC1.O=S1(=O)OCCO1.O=S1(=O)OCCO1.O=S1(=O)OCCO1.OCCO.OCCO.OCCO.OCCO.OCCO
highest occupied orbital energy	-9.40	eV

Last column: Löwdin charge in e.
Element x y z (Å)
H 2.64524 -0.32137 3.13289  0.118
C -3.65739 -3.34388 -1.76855  -0.205
H -0.34332 3.27865 2.79006  0.112
C 3.21191 -4.68298 -4.40701  -0.188
O 1.44773 -2.85879 -2.15459  -0.250
H 0.06209 5.26102 -0.19818  0.114
O 3.95666 -2.39425 -1.82995  -0.238
C 2.26843 0.05222 4.08502  -0.274
H -1.36421 2.36306 3.97931  0.128
H -2.54464 -6.00218 0.06740  0.096
C 0.70133 0.33640 -4.35072  -0.222
H -0.09085 -0.82604 2.13176  0.115
O -0.64976 2.49650 -0.22408  -0.242
C -2.84909 -4.96064 -0.03545  -0.182
O 0.41435 -2.79217 3.42323  -0.288
H -4.96546 2.69049 -5.92492  0.076
H 1.35976 2.02274 4.71179  0.105
H 0.64498 1.69804 -2.76454  0.117
H -4.66769 2.78649 -3.29297  0.113
H -2.46845 -3.11717 6.28321  0.125
O -1.63098 6.42262 -0.05958  -0.093
H 1.36979 0.19682 -2.32203  0.097
H 3.05801 -0.16774 6.14338  0.116
H 3.92616 0.88045 -2.65810  0.013
C -2.40685 3.68150 2.69766  -0.250
C 4.19333 0.48125 -0.13127  -0.238
C -1.16985 3.32219 3.49933  -0.228
H -0.34475 -3.66713 7.12705  0.127
O 2.88456 0.95798 0.03944  -0.083
H -0.10854 7.97411 -1.68232  0.119
H 1.20194 6.68838 -1.69398  0.118
C 1.33702 0.93583 -3.12258  -0.192
C -4.97482 -4.21125 -1.63853  -0.208
H -3.61969 0.37874 -4.76678  0.110
O -2.42022 4.92928 2.04913  -0.049
H -3.91688 -2.49344 -1.13806  0.104
C 4.55672 0.44864 4.80855  -0.233
O -0.56442 6.18264 -2.54349  -0.088
O 0.79327 1.20390 -5.48302  -0.043
O 3.65745 2.65485 5.98131  -0.338
S -4.72033 -5.04406 -0.02609  0.669
H 5.29189 0.45799 5.61326  0.111
H 1.49402 -3.60682 -5.32251  0.127
H -2.08761 -4.75534 -2.20712  0.112
H 4.93416 2.25033 -1.08901  0.118
H 2.52165 -5.50523 -4.59561  0.125
C -3.46066 1.35582 -4.31057  -0.258
C 0.11276 -0.89780 -0.10497  -0.169
O -2.77715 1.24623 -0.64907  -0.236
C 2.55758 -3.44276 -5.14924  -0.189
H -5.57453 1.30986 -3.64313  0.116
C -4.83104 2.00432 -4.03434  -0.219
O 2.78008 -2.39666 -4.27730  -0.217
H -1.01862 5.14575 3.87028  0.074
O -5.46261 2.70000 -5.10373  -0.070
O 2.55673 1.66397 -3.33477  -0.050
C 0.05455 -0.21245 1.24269  -0.193
H 4.54643 0.66185 0.88402  0.107
H 4.04281 -0.57755 -0.34194  0.100
H 1.35219 -0.50528 4.27943  0.101
C -0.65386 -4.45977 6.44570  -0.114
O -1.86777 -3.76369 4.44907  -0.206
O -0.46023 0.01357 -1.00364  -0.232
C 5.10860 1.17546 -1.13763  -0.207
H 0.90621 0.44092 1.43215  0.103
H 1.02891 -0.67488 -4.59177  0.100
S -0.29671 -4.04046 3.86753  0.795
C 0.15493 6.93033 -1.51138  -0.211
H 2.12161 1.85619 3.03019  0.081
O 3.27412 -4.44611 -3.03860  -0.190
H -1.73431 6.06764 0.82637  0.022
S -1.37032 1.22631 -0.28277  0.736
O -1.11899 0.50637 1.17952  -0.209
H -3.28680 3.50878 3.31732  0.126
H -4.92120 -4.95289 -2.43552  0.095
S 3.79837 2.05816 4.65262  0.712
C -2.42282 -4.20715 -1.32666  -0.174
H -1.89649 1.51220 -5.49630  0.069
H -2.66141 -4.47155 0.92041  0.083
C 3.32220 -0.40408 5.11263  -0.209
H 3.15363 -3.30840 -6.05189  0.135
H 1.02702 0.63602 -6.22091  0.091
H -0.34691 0.13351 -4.13131  0.109
O 4.84789 0.69832 -2.46103  -0.077
O -5.09070 -6.41179 -0.16622  -0.334
O -1.06830 4.38353 4.45180  -0.054
H 1.10073 -1.12308 -0.50652  0.106
C -0.21003 6.31651 -0.19903  -0.242
H -3.67179 -2.89514 -2.76179  0.103
H 2.45254 2.09353 -4.18696  0.098
H 5.02453 0.24092 3.84620  0.101
H 3.53287 -1.47102 5.03939  0.118
H 0.12363 6.92023 0.64495  0.123
H -1.60697 -3.53904 -1.05074  0.080
H 2.88951 1.89158 0.26299  0.096
H -3.30056 5.19394 1.77243  0.115
H 6.13123 1.01212 -0.79756  0.118
H -0.67826 -5.48611 6.81194  0.129
C -2.03986 -4.01274 5.83337  -0.171
H -2.75517 -4.80074 6.06895  0.123
H -2.58119 2.83664 2.03139  0.097
O -5.10737 -4.29560 1.15734  -0.333
H -0.54077 -1.76501 -0.19951  0.118
H -1.50588 6.34033 -2.44159  0.068
O 4.42840 2.77247 3.55585  -0.350
O -0.31687 -5.22443 2.98129  -0.259
H 4.21394 -4.93745 -4.75236  0.131
H -5.98792 -3.80951 -1.65652  0.101
H -2.96808 1.12059 -3.36710  0.093
O 0.30798 -4.38996 5.36186  -0.231
C 2.05432 1.49656 4.05695  -0.171
O -2.59546 2.06865 -5.14499  -0.049
S 2.81469 -2.89875 -2.65002  0.797

Cartesian forces, eV/Å:
H -0.1 0.2 -0.3
C -2.2 0.3 0.5
H 0.5 -0.1 0.3
C -1.1 -0.6 -1.7
O 2.0 0.1 -0.8
H 0.4 0.0 0.2
O -3.8 -0.9 -2.8
C -0.7 -2.9 0.6
H 0.2 0.1 0.1
H 0.1 0.1 -0.3
C -0.4 -0.8 -0.3
H 0.3 -0.5 -0.4
O -1.0 -2.2 -0.8
C -1.3 -0.4 -0.7
O -2.6 -3.6 1.2
H 0.4 -0.2 0.2
H -0.1 -0.4 -0.1
H -0.3 0.0 0.2
H 0.0 -0.1 0.4
H 0.5 0.2 0.0
O 0.0 0.0 -0.2
H 0.8 0.1 -0.2
H -0.4 -0.1 0.0
H -0.3 0.4 -0.3
C -1.6 -2.6 -0.3
C 0.5 0.3 1.4
C -1.3 1.8 -0.6
H 0.1 -0.7 0.4
O -1.9 0.5 -1.1
H 0.4 0.2 0.7
H 0.1 0.5 -0.2
C -0.7 1.5 0.1
C 1.3 -0.4 0.2
H -0.3 -0.3 -0.2
O 0.9 0.2 0.5
H 0.9 0.2 0.5
C -0.4 -0.2 0.1
O 0.9 0.3 0.1
O 0.1 -0.2 0.2
O 0.3 -0.5 -1.2
S 2.3 0.6 0.1
H -0.1 0.2 -0.1
H 0.0 0.1 -0.1
H -0.1 -0.6 0.5
H 0.0 0.3 0.1
H 0.3 -0.3 0.1
C -0.5 -1.7 -0.1
C 0.1 -0.9 0.1
O 2.5 -0.7 0.4
C 1.3 -2.1 0.7
H 0.4 -0.4 0.1
C 0.8 1.5 -0.2
O 0.5 1.6 2.9
H 0.0 0.5 0.3
O -0.2 -0.3 -0.4
O -0.5 -1.2 0.1
C 1.1 -0.6 0.7
H 1.3 -0.6 0.1
H 0.6 0.1 0.0
H -0.1 0.0 -0.1
C -0.5 1.3 -1.4
O 1.8 -0.3 -1.4
O -2.0 3.0 -1.3
C -1.4 -0.6 -0.3
H 0.1 0.1 -0.3
H 0.8 0.1 -0.1
S 0.6 0.3 0.1
C -0.7 -1.5 -1.5
H -0.7 0.4 0.2
O -0.9 2.0 1.2
H -0.7 -0.2 0.1
S 1.5 0.1 1.6
O -3.1 2.1 -0.8
H -0.1 0.8 0.6
H -0.2 -0.5 0.4
S -0.9 1.3 0.2
C -1.0 1.3 0.6
H 0.0 -0.1 0.2
H 0.4 0.3 -0.4
C 0.5 0.3 0.0
H -0.4 0.4 -0.1
H 0.1 0.3 -0.2
H -0.3 0.4 0.3
O 1.5 -0.1 0.9
O -0.8 -1.1 0.0
O 1.0 -0.7 0.1
H 0.0 0.0 0.5
C -1.2 1.2 0.2
H 0.6 -0.4 -0.2
H 0.1 0.2 -0.3
H 0.0 -0.1 0.0
H -0.1 0.1 -0.1
H 1.1 -0.3 0.0
H 0.1 0.0 -0.2
H 0.1 0.2 -0.1
H -0.2 -0.3 0.1
H 0.1 -0.3 -0.6
H 0.1 0.3 0.2
C 0.5 -0.5 0.9
H -0.1 -0.2 -0.8
H 0.4 0.1 -1.0
O -0.5 0.0 -1.1
H 0.3 -0.4 0.6
H -0.1 0.0 0.3
O -0.1 -0.1 0.6
O 0.0 3.1 2.2
H -0.1 0.2 -0.1
H 0.4 0.7 0.1
H -0.2 0.3 0.4
O -0.5 0.0 -1.4
C 3.0 1.9 0.1
O -0.2 1.4 -0.4
S 2.2 -0.6 0.6